Record 1
One molecule with the formula C3H3ClOS in a non-equilibrium geometry, computed with wB97M-V/def2-TZVPD.

Results
* SMILES string: S=CO/C=C/Cl
* frontier orbital gap: 9.28 eV
* M: 122.6 g mol⁻¹
* energy above the lowest of the compared OMol25 structures with the same formula, charge and spin: 20.6 kcal per mole
* LUMO level: -0.11 eV
* E_tot: -28563.2898 eV

Atoms and positions in Å:
S: 0.688 -2.460 -1.005
C: 0.313 -1.791 0.414
O: -0.015 -0.522 0.712
C: -0.064 0.430 -0.274
C: -0.377 1.667 0.068
Cl: -0.477 2.946 -1.069
H: 0.292 -2.349 1.368
H: 0.238 0.138 -1.305
H: -0.598 1.940 1.091

natural (NBO) population analysis, charges in e, atoms 1 to 2: -0.05 0.04

***

Record 2
One molecule with the formula C11H14N2O4 in a non-equilibrium geometry, computed with wB97M-V/def2-TZVPD.

Results
* SMILES string: N[C@@H](Cc1ccc(O)cc1)C(=O)NCC(=O)O
* frontier orbital gap: 8.65 eV
* M: 238.2 g mol⁻¹
* energy above the lowest of the compared OMol25 structures with the same formula, charge and spin: 40.4 kcal per mole
* LUMO level: 0.38 eV
* E_tot: -22803.4766 eV

Atoms and positions in Å:
N: -1.014 -2.948 0.561
C: -1.459 -1.534 0.627
C: -0.317 -0.816 1.365
C: 0.922 -0.412 0.571
C: 1.964 0.322 1.229
C: 3.236 0.520 0.691
C: 3.375 0.239 -0.630
O: 4.607 0.444 -1.168
C: 2.365 -0.280 -1.393
C: 1.204 -0.775 -0.763
C: -2.014 -1.048 -0.718
O: -2.445 -1.881 -1.524
N: -2.185 0.283 -1.001
C: -2.668 1.313 -0.140
C: -1.615 2.418 0.087
O: -0.831 2.413 1.023
O: -1.709 3.335 -0.858
H: -0.406 -3.042 -0.246
H: -1.707 -3.576 0.322
H: -2.345 -1.482 1.255
H: 0.091 -1.496 2.115
H: -0.684 0.090 1.916
H: 1.810 0.679 2.302
H: 3.964 1.103 1.212
H: 5.161 0.471 -0.384
H: 2.393 -0.506 -2.461
H: 0.354 -1.001 -1.426
H: -2.356 0.267 -2.001
H: -2.879 0.897 0.900
H: -3.533 1.801 -0.676
H: -1.279 4.202 -0.788

natural (NBO) population analysis, charges in e, atoms 1 to 2: -0.81 -0.16

***

Record 3
One molecule with the formula C24H33N3O5, computed with wB97M-V/def2-TZVPD.

Results
* SMILES string: CC[C@@H](C)[C@H](NC(=O)[C@H]1CC(=O)N(c2ccc3c(c2)OCCO3)C1)C(=O)N1CCCCC1
* frontier orbital gap: 8.59 eV
* M: 443.5 g mol⁻¹
* energy above the lowest of the compared OMol25 structures with the same formula, charge and spin: 5.1 kcal per mole
* LUMO level: 0.74 eV
* E_tot: -40133.3821 eV

Atoms and positions in Å:
C: 4.997 2.340 -1.134
C: 3.878 1.654 -0.359
C: 3.788 0.150 -0.638
C: 5.038 -0.597 -0.182
C: 2.553 -0.428 0.065
N: 2.376 -1.836 -0.263
C: 1.557 -2.582 0.526
O: 1.355 -2.325 1.692
C: 0.894 -3.752 -0.207
C: 0.030 -4.554 0.758
C: -1.275 -3.770 0.803
O: -2.142 -3.877 1.635
N: -1.297 -2.948 -0.290
C: -2.238 -1.949 -0.558
C: -2.428 -1.496 -1.864
C: -3.336 -0.490 -2.125
C: -4.064 0.094 -1.098
C: -3.855 -0.336 0.215
C: -2.954 -1.358 0.476
O: -4.493 0.247 1.281
C: -5.120 1.467 0.960
C: -5.876 1.343 -0.362
O: -4.972 1.080 -1.410
C: -0.156 -3.159 -1.161
C: 1.266 0.237 -0.452
O: 0.940 0.002 -1.611
N: 0.498 0.971 0.365
C: 0.721 1.303 1.754
C: 0.738 2.822 1.936
C: -0.569 3.427 1.431
C: -0.789 3.015 -0.022
C: -0.761 1.494 -0.136
H: 5.973 1.988 -0.810
H: 4.895 2.148 -2.199
H: 4.957 3.415 -0.975
H: 2.927 2.114 -0.640
H: 4.026 1.814 0.712
H: 3.650 0.005 -1.715
H: 5.895 -0.323 -0.792
H: 4.887 -1.670 -0.267
H: 5.260 -0.364 0.857
H: 2.667 -0.378 1.147
H: 2.358 -2.015 -1.258
H: 1.646 -4.345 -0.730
H: -0.165 -5.564 0.395
H: 0.457 -4.611 1.758
H: -1.882 -1.932 -2.683
H: -3.500 -0.139 -3.131
H: -2.824 -1.683 1.495
H: -4.368 2.264 0.868
H: -5.797 1.696 1.785
H: -6.608 0.528 -0.282
H: -6.387 2.272 -0.617
H: -0.403 -3.875 -1.956
H: 0.149 -2.213 -1.615
H: 1.653 0.877 2.115
H: -0.098 0.872 2.342
H: 0.883 3.054 2.992
H: 1.576 3.242 1.376
H: -0.539 4.515 1.517
H: -1.397 3.062 2.043
H: -1.748 3.384 -0.388
H: -0.002 3.439 -0.649
H: -0.870 1.174 -1.172
H: -1.575 1.058 0.454

natural (NBO) population analysis, charges in e, atoms 1 to 2: -0.60 -0.40

***

Record 4
A 12-piece molecular cluster, C13H47N12O14 overall in a non-equilibrium geometry, computed with wB97M-V/def2-TZVPD.

Results
* frontier orbital gap (spin up / spin down): 8.98 / 2.56 eV
* M: 595.6 g mol⁻¹
* LUMO level (spin up / spin down): -0.47 / -6.89 eV
* E_tot: -60787.8884 eV
* 2S+1: 2

Atoms and positions in Å:
O: 0.650 0.803 0.213
C: 0.349 -0.428 -0.128
O: 1.187 -1.269 -0.521
O: -0.846 -0.733 -0.029
H: -0.262 1.104 0.227
C: 4.017 -3.349 -0.832
O: 3.767 -2.277 -0.010
H: 3.194 -4.063 -0.847
H: 4.163 -2.981 -1.848
H: 4.881 -3.855 -0.401
H: 2.910 -1.872 -0.162
C: 3.406 0.476 1.901
O: 2.430 1.345 2.121
H: 4.291 0.682 2.504
H: 2.955 -0.503 2.063
H: 3.918 0.443 0.939
H: 1.808 1.311 1.391
C: -1.558 0.453 -3.286
O: -2.042 1.143 -2.167
H: -0.775 -0.223 -2.940
H: -2.363 -0.210 -3.603
H: -1.028 1.041 -4.034
H: -2.258 0.561 -1.434
C: -4.804 -0.492 0.809
O: -3.744 0.050 0.048
H: -5.734 0.072 0.731
H: -4.957 -1.499 0.422
H: -4.553 -0.653 1.857
H: -2.906 -0.385 0.222
C: -2.010 -0.879 3.689
O: -2.263 -1.134 4.858
N: -2.037 -1.678 2.715
N: -1.709 0.310 3.201
H: -2.213 -2.647 2.937
H: -1.962 -1.389 1.750
H: -1.601 1.103 3.818
H: -1.316 0.351 2.272
C: 1.230 4.978 2.051
O: 0.414 5.835 1.737
N: 2.240 5.227 2.837
N: 1.211 3.809 1.528
H: 3.084 4.697 2.673
H: 2.421 6.134 3.245
H: 0.397 3.513 1.008
H: 1.961 3.175 1.763
C: -3.017 -3.452 -1.339
O: -3.805 -4.332 -1.638
N: -2.363 -2.794 -2.233
N: -2.845 -2.982 -0.159
H: -2.427 -3.014 -3.217
H: -1.681 -2.080 -2.022
H: -3.398 -3.317 0.616
H: -2.044 -2.371 -0.082
C: 0.167 -4.573 1.358
O: -0.098 -5.604 1.922
N: 0.459 -3.429 1.992
N: 0.137 -4.405 0.097
H: 0.691 -3.140 2.932
H: 0.719 -2.725 1.316
H: -0.268 -5.132 -0.476
H: 0.430 -3.538 -0.330
C: 2.243 -1.754 -3.749
O: 2.678 -2.054 -4.834
N: 2.825 -0.980 -2.907
N: 1.016 -2.023 -3.389
H: 3.814 -0.840 -3.053
H: 2.357 -0.829 -2.024
H: 0.501 -2.674 -3.963
H: 0.664 -1.649 -2.519
C: -2.375 3.440 1.198
O: -1.406 2.723 1.169
N: -2.318 4.668 1.555
N: -3.624 2.991 1.244
H: -3.093 5.260 1.816
H: -1.346 4.911 1.684
H: -4.385 3.646 1.135
H: -3.787 1.998 1.159
C: 3.209 2.825 -1.747
C: 1.979 2.606 -2.648
O: 0.953 2.769 -1.738
H: 3.192 2.222 -0.839
H: 3.478 3.881 -1.705
H: 4.038 2.434 -2.336
H: 1.902 1.650 -3.165
H: 1.893 3.434 -3.353
H: 0.994 2.139 -1.015

Löwdin population analysis, charges in e, atoms 1 to 2: 0.10 -0.76

***

Record 5
A 2-piece molecular cluster, C3H4FN overall in a non-equilibrium geometry, computed with wB97M-V/def2-TZVPD.

Results
* frontier orbital gap: 10.02 eV
* M: 73.1 g mol⁻¹
* energy above the lowest of the compared OMol25 structures with the same formula, charge and spin: 86.3 kcal per mole
* LUMO level: 0.42 eV
* E_tot: -7378.7949 eV

Atoms and positions in Å:
C: -1.898 0.071 0.107
C: 0.738 -0.079 0.387
C: 1.733 0.087 -0.446
N: -0.996 0.341 -0.688
F: 2.973 -0.221 -0.091
H: -2.901 0.182 -0.279
H: -2.041 -0.537 1.044
H: 0.722 -0.295 1.486
H: 1.670 0.451 -1.521

natural (NBO) population analysis, charges in e, atoms 1 to 2: -0.12 -0.17

***

Record 6
C4H10N4 as an isolated structure in a non-equilibrium geometry, computed with wB97M-V/def2-TZVPD.

Results
* frontier orbital gap: 9.15 eV
* M: 114.2 g mol⁻¹
* energy above the lowest of the compared OMol25 structures with the same formula, charge and spin: 136.7 kcal per mole
* LUMO level: 1.07 eV
* E_tot: -10264.9217 eV

Atoms and positions in Å:
C: 1.447 -1.060 -1.670
N: 0.429 0.768 -0.007
N: 1.746 -0.368 -0.438
C: -0.067 -0.114 0.851
N: -0.269 1.241 -1.076
C: -1.631 0.689 1.407
C: 0.272 -1.057 1.720
N: -2.379 1.279 0.592
H: 2.450 0.348 -0.608
H: -0.380 2.245 -0.991
H: -1.205 0.841 -1.197
H: -3.335 1.483 0.893
H: -1.916 0.426 2.438
H: 2.372 -1.389 -2.153
H: 0.896 -0.429 -2.390
H: 0.822 -1.929 -1.454
H: 1.132 -1.678 1.541
H: -0.384 -1.295 2.542

natural (NBO) population analysis, charges in e, atoms 1 to 2: -0.46 -0.16